Computed, not measured: a cluster of 15 separate species, C35H107N21O15 in total in a non-equilibrium geometry, with ωB97M-V with the def2-TZVPD basis set.

The relative energy (zero: lowest compared OMol25 entry of this formula, charge and spin) is 34.4 kcal per mole. As for the total energy: -100037.396 eV. Its maximum force is 3.3 eV/A. As for the highest occupied orbital energy: -8.74 eV. Its spin multiplicity is 1.

```
178
Properties=species:S:1:pos:R:3:mulliken_charge:R:1
C 1.85879 3.83549 -6.28848 -0.96
C 2.95295 2.72100 -6.27566 0.35
C 3.14499 1.93095 -4.98955 -0.24
O 3.54357 2.77759 -3.95179 -0.17
C 4.15358 2.16340 -2.81890 -0.81
N 2.74098 1.84433 -7.43427 -0.82
H 2.26988 4.66996 -6.84817 0.26
H 1.71444 4.11355 -5.24050 0.08
H 0.86050 3.51099 -6.58081 0.37
H 3.85696 3.22467 -6.62833 0.34
H 3.80102 1.06324 -5.13203 0.33
H 2.17386 1.53474 -4.65353 -0.08
H 3.44288 1.59755 -2.21328 0.15
H 4.42403 3.01052 -2.18940 0.29
H 5.07066 1.67900 -3.15577 0.40
H 1.87873 1.32687 -7.25820 0.27
H 3.40228 1.07044 -7.40022 0.26
C 5.88459 0.13633 1.04936 -1.37
C 5.76771 -1.38340 0.85238 0.35
C 4.72967 -1.96434 1.80223 -0.03
O 4.94011 -1.59111 3.15829 -0.40
C 3.95335 -2.04584 4.07682 -0.16
N 5.48715 -1.66197 -0.56682 -0.57
H 6.53935 0.54674 0.27862 0.41
H 6.25837 0.43785 2.02768 0.40
H 4.92877 0.66406 0.98310 0.05
H 6.80185 -1.67408 1.05317 0.39
H 4.93586 -3.04530 1.74783 0.30
H 3.66206 -1.93516 1.56860 -0.11
H 4.51197 -2.25840 4.98487 0.31
H 3.36593 -2.89766 3.72547 -0.07
H 3.24504 -1.21996 4.18042 0.14
H 5.10387 -2.60507 -0.56733 0.14
H 6.30706 -1.68934 -1.15745 0.28
C 1.20462 -4.59146 -0.40773 -0.35
C 0.36057 -5.70768 -0.91614 1.57
C 0.66593 -6.08085 -2.37595 -1.12
O 0.30563 -5.01210 -3.28474 -0.23
C 0.92332 -5.13385 -4.53448 -0.96
N 0.46108 -6.90153 -0.07980 -0.88
H 2.24884 -4.88564 -0.25802 0.58
H 0.90155 -4.39023 0.62288 -0.77
H 1.10520 -3.69541 -1.01686 -0.21
H -0.68658 -5.38618 -0.86297 -0.41
H 0.11316 -6.93685 -2.77145 0.46
H 1.74351 -6.23576 -2.47533 0.39
H 0.68790 -6.11283 -4.96663 0.34
H 2.00741 -4.99101 -4.53233 0.25
H 0.49780 -4.38967 -5.20981 0.29
H -0.23393 -7.49866 -0.52882 0.43
H -0.04054 -6.66363 0.78190 0.63
C 0.50785 4.93600 4.13242 -1.41
C 0.71833 3.83751 5.19783 1.70
C 1.80253 2.84683 4.88142 -0.02
O 1.79325 1.80498 5.84455 -0.43
C 0.98140 0.68267 5.59257 -0.13
N 0.85388 4.47359 6.49410 -0.81
H 1.50934 5.30332 3.89113 0.36
H -0.13736 5.75208 4.44825 0.47
H 0.09979 4.55817 3.19462 0.10
H -0.18376 3.21316 5.20891 -0.83
H 2.80746 3.27797 4.87352 0.34
H 1.73538 2.40843 3.87887 -0.35
H 0.97951 0.40830 4.53754 -0.23
H -0.03431 0.90504 5.94466 0.19
H 1.20803 -0.15778 6.24943 0.38
H 0.12599 5.17092 6.56533 0.29
H 0.75363 3.79971 7.24135 0.26
C 1.02678 -6.39908 5.54164 -1.57
C 0.90166 -6.11356 4.02712 0.89
C -0.47877 -5.67416 3.64933 -1.12
O -0.66457 -5.81440 2.23919 -0.36
C -1.91791 -5.30169 1.82394 -0.69
N 1.83464 -5.09177 3.55929 -0.48
H 2.04327 -6.20341 5.87807 0.37
H 0.69118 -7.39067 5.84787 0.39
H 0.34775 -5.78115 6.14016 0.32
H 1.11283 -7.13676 3.69506 0.20
H -0.50681 -4.62416 3.96446 0.32
H -1.27490 -6.23244 4.14723 0.51
H -2.72177 -5.50626 2.53219 0.43
H -2.09403 -5.85305 0.89751 0.19
H -1.82022 -4.24857 1.54616 0.18
H 2.71034 -5.48887 3.22165 0.31
H 1.47726 -4.92319 2.61534 -0.08
C -7.67959 5.18778 -2.18311 -1.52
C -6.47888 4.26212 -1.93065 0.70
C -5.40932 4.88684 -1.01332 -0.92
O -4.30423 3.99265 -0.93443 -0.12
C -3.15887 4.50144 -0.30640 -1.54
N -7.00445 3.01708 -1.34840 -0.87
H -8.42569 4.74689 -2.84690 0.39
H -7.39618 6.13622 -2.64283 0.37
H -8.26472 5.43546 -1.29595 0.34
H -6.02978 3.93351 -2.87240 0.29
H -5.86286 4.95540 -0.01981 0.36
H -5.04215 5.85746 -1.35273 0.32
H -3.35271 4.94180 0.68020 0.53
H -2.78794 5.33676 -0.90820 0.46
H -2.40113 3.75026 -0.08751 0.43
H -6.29114 2.34582 -1.09434 0.23
H -7.48458 2.58137 -2.12887 0.27
C 0.54064 -1.28203 1.96619 -0.01
C -0.41619 -0.31493 1.28728 0.77
C 0.07069 1.12372 1.22703 1.09
O 1.01174 1.37618 0.17116 0.59
C 1.45653 2.71746 0.31224 -0.71
N -0.79746 -0.83892 -0.04550 0.11
H 1.46606 -1.43832 1.40856 -0.53
H 0.10719 -2.22841 2.28360 0.36
H 0.94053 -0.79809 2.86208 -0.76
H -1.33478 -0.39003 1.86909 -0.38
H 0.53643 1.37756 2.18585 -0.55
H -0.79892 1.78524 1.15926 -0.20
H 2.06415 2.81897 1.21695 0.31
H 0.66933 3.46911 0.40887 0.11
H 2.06920 2.96758 -0.55166 -0.08
H 0.03997 -0.91482 -0.62112 -0.22
H -1.16199 -0.03235 -0.55923 -0.37
O -1.39143 -0.89956 -4.31401 -0.76
H -0.45844 -1.00835 -4.07934 0.33
H -1.86011 -0.89248 -3.47205 0.10
C -3.76771 0.15053 -1.53345 0.64
O -3.15463 0.40964 -2.57875 -0.86
N -4.20732 1.08105 -0.66844 0.49
N -4.06584 -1.10125 -1.14771 -0.13
H -4.96781 0.93681 -0.03618 0.16
H -3.85211 2.00879 -0.86343 -0.32
H -3.93943 -1.84454 -1.82530 0.30
H -4.54952 -1.20342 -0.27232 -0.10
C -2.73911 2.94716 3.52014 0.71
O -2.59198 4.11186 3.92162 -0.72
N -2.31249 1.88214 4.21184 -0.26
N -3.46614 2.62997 2.43945 0.01
H -2.52940 0.97310 3.80513 0.34
H -1.79343 1.98727 5.06117 0.26
H -3.83636 3.28391 1.77677 -0.05
H -3.75839 1.66846 2.35518 -0.05
C -4.10548 -1.44797 2.85539 0.45
O -3.37510 -0.51199 3.20888 -0.64
N -5.12299 -1.40265 1.96959 -0.37
N -4.12828 -2.63129 3.53785 -0.45
H -5.47674 -2.30885 1.72883 0.16
H -5.51988 -0.53259 1.66635 0.21
H -4.73616 -3.36537 3.22963 0.15
H -3.38488 -2.82754 4.18680 0.22
C -0.56245 3.03142 -2.82633 0.27
O 0.33880 3.83804 -2.63377 -0.57
N -0.48767 1.66570 -2.66708 0.60
N -1.84026 3.33995 -3.20080 -0.30
H -1.28605 1.09308 -2.87307 0.12
H 0.41021 1.27343 -2.45106 -0.65
H -2.44414 2.56651 -3.41177 0.13
H -2.09191 4.29505 -3.01234 0.18
C -2.54840 -3.51213 -2.31813 0.33
O -3.68347 -3.22069 -1.92500 -0.85
N -1.43729 -2.92595 -1.80862 1.18
N -2.28199 -4.48064 -3.20532 -0.13
H -1.53757 -2.17289 -1.13667 0.02
H -0.62547 -2.83964 -2.39870 -0.15
H -1.32773 -4.79422 -3.44870 0.28
H -3.00122 -5.04062 -3.62904 0.23
C 3.11887 6.65786 -2.55476 0.46
O 3.70060 7.73537 -2.69271 -0.73
N 1.78675 6.47786 -2.71593 -0.23
N 3.77782 5.54701 -2.24071 -0.22
H 1.12890 7.22891 -2.79310 0.21
H 1.43616 5.54965 -2.53657 0.32
H 4.73593 5.63008 -1.94769 0.15
H 3.42789 4.60948 -2.16125 0.17
C 2.08278 -0.88960 -2.28337 -0.43
O 0.93297 -0.76722 -2.70568 0.22
N 3.09652 -1.11936 -3.15497 -0.11
N 2.53842 -0.81187 -1.00056 1.70
H 4.02124 -1.20454 -2.76634 0.02
H 2.90735 -1.34920 -4.11309 0.26
H 3.50622 -1.09820 -0.96194 -0.51
H 2.04458 -0.38429 -0.22841 -0.78
```


Computed, not measured: a structure of composition C35H17BF15GeN9OS2W in a non-equilibrium geometry, with ωB97M-V with the def2-TZVPD basis set.

The relative energy (zero: lowest compared OMol25 entry of this formula, charge and spin) is 30.7 kcal per mole. As for the total energy: -173475.283 eV. Its maximum force is 3.6 eV/A. As for the expectation value of S²: 2.040. As for the highest occupied orbital energy (alpha / beta): -6.58 / -7.15 eV. Its spin multiplicity is 3.

```
82
Properties=species:S:1:pos:R:3:mulliken_charge:R:1
W 1.91903 -0.41290 0.38834 1.07
C 3.80629 -4.40625 0.97855 -1.27
C 3.83437 -3.10888 0.44419 -0.01
N 2.66662 -2.47674 0.78871 0.25
N 1.93875 -3.32753 1.56490 -0.45
C 2.58200 -4.52469 1.63570 -0.13
B 0.59328 -2.82428 2.22152 0.00
N -0.37649 -2.54719 1.04938 0.60
C -1.48407 -3.14138 0.56823 -0.49
C -1.81652 -2.53796 -0.64981 -1.43
C -0.77381 -1.64615 -0.91720 -0.34
N 0.06279 -1.58656 0.13982 -0.18
N 0.85301 -1.58323 3.05956 0.23
C 0.63911 -1.32870 4.36117 -0.13
C 0.94056 0.01550 4.62661 -1.21
C 1.34515 0.52901 3.39187 -0.13
N 1.35718 -0.46889 2.44226 0.05
H 4.55137 -5.16620 0.85593 0.42
H 4.65251 -2.62049 -0.05977 0.48
H 2.13920 -5.38149 2.13595 0.49
H 0.21072 -3.73178 2.91462 -0.13
H -1.96813 -3.88687 1.18510 0.50
H -2.67280 -2.75080 -1.26069 0.61
H -0.64910 -1.13765 -1.88705 0.61
H 0.33191 -2.11335 5.04158 0.50
H 0.95268 0.53105 5.58455 0.42
H 1.55355 1.57265 3.16328 0.43
N 5.55840 1.75384 0.59256 -0.42
C 4.44828 1.11863 0.24760 0.62
S 2.95877 1.71871 1.01382 -0.44
N 4.52390 0.04471 -0.52835 -0.94
N 3.34311 -0.54978 -1.01528 0.60
C 3.62832 -1.44550 -2.03369 -0.70
C 2.99637 -2.15478 -3.08220 0.89
C 3.94190 -2.92450 -3.80064 -0.92
C 3.54931 -3.95602 -4.62110 -0.60
C 2.18759 -4.45325 -4.56576 -0.28
C 1.23551 -3.71043 -3.93829 -0.66
C 1.59238 -2.31271 -3.66469 0.72
O 0.89187 -1.36243 -4.05665 -0.64
H 5.49858 2.46768 1.32150 0.20
H 6.44534 1.39753 0.27754 0.22
H 4.71725 -1.63511 -1.97119 0.28
H 4.99278 -2.64836 -3.65788 0.35
H 4.23149 -4.38064 -5.36037 0.37
H 1.92016 -5.43823 -4.98412 0.38
H 0.19794 -4.03669 -3.78947 0.40
F -4.47575 1.09216 -0.96604 -0.29
C -4.06379 0.47611 0.15182 0.40
C -2.83802 0.88453 0.76784 -0.01
C -2.64260 0.38831 2.06869 0.29
F -1.67224 0.88167 2.91237 -0.41
C -3.52600 -0.51494 2.68210 0.10
F -3.24668 -1.06473 3.87928 -0.35
C -4.71772 -0.85878 2.04850 0.75
F -5.64302 -1.62379 2.67033 -0.32
C -4.99555 -0.34150 0.78485 0.20
F -6.24063 -0.51201 0.24838 -0.32
Ge -1.61360 2.11371 -0.24640 1.13
S 0.49122 0.85578 -0.81415 -0.32
C -2.09294 2.88929 -2.04757 0.20
C -2.10775 4.29597 -2.32217 0.19
F -1.30779 5.13165 -1.62674 -0.34
C -2.90704 4.84518 -3.32953 0.12
F -3.02432 6.20401 -3.50151 -0.30
C -3.45660 4.06461 -4.31845 0.55
F -4.21263 4.58577 -5.30590 -0.29
C -3.26352 2.68834 -4.24226 -0.02
F -3.63765 1.96488 -5.30874 -0.29
C -2.61553 2.12529 -3.12826 0.16
F -2.30640 0.80180 -3.24519 -0.28
C -1.57774 3.56520 1.07599 -0.22
C -0.50295 3.97371 1.88101 -0.23
F 0.78498 3.56007 1.65882 -0.27
C -0.72506 4.78693 3.01277 0.31
F 0.21611 4.96272 4.00456 -0.31
C -1.94383 5.39513 3.18658 0.47
F -2.17640 6.20325 4.26995 -0.30
C -3.02703 5.10899 2.35895 0.26
F -4.26102 5.49113 2.75069 -0.27
C -2.79705 4.26193 1.28017 0.12
F -3.92193 3.88670 0.55864 -0.33
```